{"formula": "C56H126Cl2N7", "method": "the ωB97M-V functional and the def2-TZVPD basis", "lumo_ev": -9.68, "charge": 5, "multiplicity": 1, "symbols": ["C", "C", "C", "N", "C", "C", "C", "C", "C", "H", "H", "H", "H", "H", "H", "H", "H", "H", "H", "H", "H", "H", "H", "H", "H", "H", "H", "C", "C", "C", "N", "C", "C", "C", "C", "C", "H", "H", "H", "H", "H", "H", "H", "H", "H", "H", "H", "H", "H", "H", "H", "H", "H", "H", "C", "C", "C", "N", "C", "C", "C", "C", "C", "H", "H", "H", "H", "H", "H", "H", "H", "H", "H", "H", "H", "H", "H", "H", "H", "H", "H", "C", "C", "C", "N", "C", "C", "C", "C", "C", "H", "H", "H", "H", "H", "H", "H", "H", "H", "H", "H", "H", "H", "H", "H", "H", "H", "H", "C", "C", "C", "N", "C", "C", "C", "C", "C", "H", "H", "H", "H", "H", "H", "H", "H", "H", "H", "H", "H", "H", "H", "H", "H", "H", "H", "C", "C", "C", "N", "C", "C", "C", "C", "C", "H", "H", "H", "H", "H", "H", "H", "H", "H", "H", "H", "H", "H", "H", "H", "H", "H", "H", "C", "C", "C", "N", "C", "C", "C", "C", "C", "H", "H", "H", "H", "H", "H", "H", "H", "H", "H", "H", "H", "H", "H", "H", "H", "H", "H", "Cl", "Cl"], "coordinates": [[8.43868, 14.36094, 20.15790], [7.74285, 15.03125, 20.94368], [9.44909, 9.17126, 21.56233], [10.16764, 10.16153, 21.98475], [9.77353, 10.75722, 23.25335], [11.58080, 7.65628, 20.25463], [12.25074, 8.77640, 19.56122], [11.80733, 10.21533, 19.90275], [11.50080, 10.55942, 21.35163], [9.05758, 14.78825, 19.41048], [8.76989, 13.31009, 20.38980], [2.15600, 11.96897, 24.94036], [7.59915, 16.09283, 20.66359], [7.13752, 14.41573, 21.66029], [9.68973, 8.64589, 20.64476], [8.57897, 8.92598, 22.19324], [10.37726, 10.32482, 24.04572], [8.67083, 10.62901, 23.47552], [10.01286, 11.82309, 23.16957], [11.84311, 7.49847, 21.29664], [10.96821, 6.95351, 19.68208], [13.22941, 8.58506, 19.96596], [12.36114, 8.59842, 18.51774], [12.59529, 10.88800, 19.59826], [10.90041, 10.49515, 19.31586], [12.26932, 10.20966, 22.05010], [11.40916, 11.64044, 21.43776], [14.03987, 28.63159, 7.73442], [13.88859, 29.23790, 9.31485], [15.01339, 30.03290, 9.20017], [16.86129, 28.48879, 11.73912], [15.62805, 29.11861, 12.25036], [17.88374, 29.07527, 11.28597], [20.14331, 26.17480, 13.29918], [15.85809, 25.77130, 11.99601], [16.40523, 27.06588, 11.27898], [13.94807, 29.51038, 7.08123], [13.07069, 28.18912, 7.57795], [14.86782, 27.97764, 7.40346], [14.08434, 28.42290, 9.90817], [12.81389, 29.44962, 9.37236], [14.91012, 31.08260, 8.92821], [16.02700, 29.62178, 9.42188], [15.71826, 29.91337, 12.97129], [15.01879, 28.23870, 12.43097], [15.19773, 29.61392, 11.29424], [18.03607, 30.00772, 11.83958], [18.68734, 28.43980, 10.94502], [15.25566, 25.49809, 11.13542], [14.82088, 10.70770, 15.15549], [16.69660, 25.12875, 12.36894], [15.23672, 25.88620, 12.94569], [15.44276, 27.20650, 10.63924], [17.09933, 26.75626, 10.51223], [23.25738, 19.83572, 13.10348], [24.30484, 20.12738, 12.29492], [24.58521, 21.46092, 11.59716], [25.93036, 21.87133, 11.17344], [26.07316, 21.67046, 9.63444], [27.31114, 21.18998, 11.69113], [28.38952, 22.14634, 11.37456], [27.68471, 23.50521, 11.54330], [26.22919, 23.29160, 11.59887], [23.27513, 18.81014, 13.45607], [22.20295, 20.17672, 12.96783], [23.76499, 20.27668, 13.98582], [27.84830, 4.08690, 7.50728], [25.22281, 19.44065, 12.24095], [24.47748, 22.24180, 12.23614], [24.03453, 21.57604, 10.80768], [25.20115, 22.06080, 9.09108], [26.16144, 20.57768, 9.42143], [26.95807, 22.14673, 9.29390], [27.46171, 20.48097, 10.84374], [27.17645, 20.83616, 12.70773], [28.95575, 22.15463, 10.53669], [29.14842, 22.35540, 12.10081], [28.05481, 24.13221, 10.75383], [27.82976, 24.05764, 12.50668], [25.61419, 24.05057, 11.06650], [25.96202, 23.13674, 12.60529], [6.01530, 21.77474, 19.06475], [6.67623, 21.56211, 17.85671], [6.18435, 22.35536, 16.76861], [5.89646, 21.57702, 15.44935], [6.97806, 20.52595, 15.20897], [4.62267, 20.84918, 15.65607], [4.05728, 20.27407, 14.24933], [4.62796, 21.52429, 13.30818], [5.61919, 22.33808, 14.17277], [6.81007, 21.77532, 19.89303], [5.02402, 22.37786, 19.02597], [6.98571, 25.58954, 20.98125], [1.73637, 17.63968, 17.81936], [7.67571, 21.27316, 18.05410], [7.07409, 22.90101, 16.42041], [5.45109, 23.19822, 16.60996], [6.71824, 19.83585, 16.02375], [7.98666, 20.93456, 15.24629], [6.81608, 20.00687, 14.22922], [4.77639, 19.96111, 16.24595], [3.92442, 21.58286, 16.15248], [4.77294, 19.39028, 14.00148], [3.20346, 19.69517, 14.32003], [4.98708, 21.42174, 12.34468], [3.70729, 21.93649, 12.91895], [6.55420, 22.43348, 13.56857], [5.43225, 23.37073, 14.50262], [21.25571, 7.36146, 10.58330], [22.05182, 7.37173, 11.75275], [20.03904, 3.43154, 12.66521], [21.16862, 3.93722, 12.90919], [22.35238, 3.71628, 11.88386], [22.86022, 5.29444, 16.87078], [21.59680, 4.75982, 16.47785], [20.84932, 4.35428, 15.29151], [21.26647, 4.92502, 13.94287], [20.32952, 31.16968, 10.47387], [21.76804, 7.70002, 9.62815], [20.10522, 7.18078, 10.46207], [23.10191, 7.53661, 11.68412], [21.51237, 6.97531, 12.60573], [20.01410, 2.81783, 11.75322], [19.10952, 3.64584, 13.12785], [22.38196, 4.56018, 11.19527], [22.02086, 2.81996, 11.23223], [23.11496, 3.36936, 12.55228], [23.32380, 4.56062, 17.61406], [23.55210, 5.38255, 16.00040], [22.82510, 6.25710, 17.34488], [20.93130, 4.57987, 17.30183], [19.78779, 4.30829, 15.55102], [21.27964, 3.34051, 15.19924], [22.35735, 5.25588, 13.91092], [20.65825, 5.79831, 13.67009], [11.34233, 12.25610, 4.20893], [11.94236, 13.19328, 3.46196], [16.54073, 18.18524, 4.18338], [17.11879, 17.01138, 3.96381], [17.09207, 15.96538, 5.05340], [18.41786, 16.87488, 3.19138], [19.68709, 17.57207, 3.76446], [19.66489, 19.16924, 3.81688], [20.88333, 19.73719, 3.77100], [10.44942, 12.07578, 4.94989], [18.75894, 11.46726, 5.49490], [11.98698, 11.38419, 4.40001], [12.81660, 13.06164, 2.86712], [11.49579, 14.15696, 3.15786], [15.85900, 18.27902, 5.01524], [16.90723, 19.13821, 3.61790], [17.14060, 14.99658, 4.58213], [16.16544, 16.13572, 5.69140], [18.00297, 16.16577, 5.60070], [18.60133, 15.80832, 3.00995], [18.19032, 17.26439, 2.23177], [19.82348, 17.18039, 4.81071], [20.64276, 17.19944, 3.19625], [20.28714, 33.72376, 6.16664], [18.71668, 19.64559, 4.05158], [21.68176, 19.16632, 3.43647], [21.04442, 20.87600, 3.85023], [15.45825, 24.06067, 19.97196], [16.50486, 22.16300, 23.15448], [17.84880, 21.86368, 23.17550], [18.44996, 20.67193, 23.72635], [18.69748, 21.01009, 25.29535], [19.77614, 20.39716, 22.91824], [19.31546, 19.59389, 21.70232], [18.02856, 18.77300, 22.20998], [17.51903, 19.32192, 23.53430], [5.19683, 24.55831, 26.17608], [16.40804, 23.36716, 19.99923], [15.45707, 25.16570, 19.74212], [15.71148, 21.63173, 23.74040], [16.46797, 23.10281, 22.66961], [18.61241, 22.59148, 23.08359], [17.52699, 21.65141, 22.02831], [18.89376, 20.09601, 25.84850], [17.81834, 21.59325, 25.70674], [19.50596, 21.75416, 25.36065], [20.42114, 19.72463, 23.51867], [20.25989, 21.32698, 22.68159], [20.07261, 18.89828, 21.42503], [18.96994, 20.15456, 20.79815], [18.26691, 17.70876, 22.31803], [17.28631, 18.86754, 21.47881], [17.93291, 18.73956, 24.36581], [16.43907, 19.44681, 23.66379], [13.91257, 23.17899, 19.97633], [20.33998, 27.41013, 11.65377]], "atomic_forces_ev_per_a": [[5.0142, -4.5642, -2.3411], [-4.4149, 2.3474, 2.8738], [-0.2864, 0.6854, 0.1170], [-0.1191, -1.7957, -1.0864], [-0.3210, 0.9442, 0.2746], [-1.0431, -0.0321, -0.3581], [0.0103, -0.5682, 1.5522], [-1.4049, -0.3478, -0.4763], [-0.8367, 0.4513, 0.9555], [0.2481, 0.4951, -0.9050], [-0.9292, 0.7747, -0.4458], [0.0076, 0.0414, -0.0582], [-0.4009, -0.6331, 0.9741], [0.4907, 1.5515, -0.1469], [0.0224, 0.0708, -0.0035], [0.4901, -0.2161, -0.5520], [-0.0087, -0.0152, 0.2052], [1.4196, 0.0602, -0.4442], [-0.2237, -0.1320, 0.3012], [-0.1351, -0.4251, -0.2215], [0.2832, 0.0201, 0.5533], [1.2257, 0.8137, 0.1176], [-0.3449, 0.2153, -0.9938], [0.2328, 0.3556, -0.1037], [0.5839, -0.2157, 0.1502], [-0.0649, -0.0166, -0.0527], [0.5177, 0.1507, -0.0265], [-0.7605, 1.0822, -0.3217], [-1.0726, -1.8942, -2.7952], [1.5882, 2.2293, 0.8501], [-3.6361, -3.2476, 0.1638], [-0.0491, 0.3708, -2.3502], [1.0875, 0.5612, 2.1467], [0.0203, 1.4185, -2.0228], [1.3271, 1.2604, 2.3717], [-1.4763, 0.7217, -2.2422], [0.5366, -0.2341, 0.0634], [-0.3502, -0.8209, 0.0650], [-0.3359, 0.4924, 0.8336], [0.1343, -2.0478, 1.3939], [0.6794, 1.0925, 0.0795], [0.3960, -0.2164, -0.1804], [-0.9745, 0.3947, -0.5660], [0.2756, -0.2281, 0.5917], [-0.5179, 0.7819, 1.0187], [0.3972, -0.4581, 1.5882], [0.3601, 0.3120, -1.1208], [0.2856, 0.2930, -0.7978], [-0.0018, -1.4568, 0.5799], [-0.0268, -0.0378, 0.1198], [-0.7522, 0.2212, -0.9615], [0.4249, 0.3657, -1.5144], [1.7959, 1.0398, 0.8558], [0.6660, -0.1692, 0.1643], [-2.6085, -0.5908, 3.7699], [6.6005, 0.1459, -5.6422], [2.4449, -3.0567, 4.2451], [3.8154, -0.8820, -3.1315], [-1.1589, -0.8644, 0.7085], [-0.9633, -1.7832, -2.7290], [-1.1469, 3.2258, 4.4082], [0.6264, 1.6415, 0.2171], [-1.4654, -0.3694, -1.4987], [-0.3226, -0.4281, -0.4839], [0.9531, 0.0816, -0.0795], [-1.4121, 0.5829, 1.3087], [-0.0567, 0.0206, 0.0427], [-1.6765, 0.7966, 0.2224], [-2.0661, 2.1565, 2.3524], [-3.5158, 0.8840, -4.5392], [0.2605, 0.0640, 0.4523], [-0.2785, 0.8728, 0.3108], [0.7336, 0.5325, -0.2036], [-0.4168, -0.9093, 1.8549], [0.0858, -0.1194, -0.1617], [0.8565, -0.8632, -3.2273], [0.5749, -1.3334, 1.0377], [-0.3093, 0.6710, -0.3445], [0.8521, -0.5905, -0.7921], [0.1499, -0.7052, 0.4935], [-0.5590, 0.9588, 1.4458], [1.8434, 1.4499, -1.7800], [-3.4109, 1.0325, 4.9784], [1.3537, 1.8165, -5.2834], [0.0273, -2.1027, -1.1730], [-1.2842, -0.5172, -0.0960], [-2.5706, -0.8765, -0.8382], [7.5846, 1.2580, 0.1774], [-3.2713, -0.6108, 2.2114], [1.0405, 0.9722, -0.5011], [-2.3490, -0.4671, -0.3566], [1.8008, -1.4077, 0.7378], [-0.0702, -0.1006, 0.1829], [0.0914, 0.0140, 0.0071], [0.9798, -0.3649, -1.0482], [0.1864, 0.1786, 0.1734], [-0.0150, -1.2109, 1.9228], [1.0789, -0.1773, -0.3773], [-0.2185, 0.1566, 0.1944], [0.0329, 0.6740, 0.9119], [0.0552, 0.1636, 0.8753], [0.5104, -0.9681, -0.5899], [-0.8193, 1.3164, 0.5009], [-2.7312, 0.3268, -0.3209], [1.7352, -1.7238, -1.6480], [-0.4888, 1.5690, 1.0248], [-0.4501, -0.1826, 0.8046], [-0.8127, -0.2954, -0.4089], [1.4957, 0.9092, 1.0308], [-4.2081, -1.1937, -3.7536], [0.4024, -1.2747, -2.5634], [-0.0152, 0.2063, -2.3718], [-3.0558, -2.2396, 0.1503], [2.3753, -1.4632, -1.2972], [-2.4830, 0.6864, 1.3743], [2.0280, -0.6752, -0.2009], [1.7088, 1.8368, 0.6090], [-0.1761, 0.0433, -0.2616], [-0.8403, -0.5535, 1.1698], [2.4312, 0.2163, 0.7426], [0.4769, 0.2398, 0.2584], [0.7662, 0.6867, 0.2867], [-0.3175, -0.0501, 0.6370], [-0.4157, 0.2912, 1.0113], [0.6459, 0.3403, 0.7321], [0.5738, 1.3385, 1.1940], [1.1271, 0.5154, -0.3327], [-0.3254, 0.9655, -0.6558], [-0.1918, 0.0173, 0.6661], [-0.2057, 0.6203, 0.5107], [-0.0058, -0.0540, 0.6985], [0.1489, -0.0112, -0.5719], [-0.7783, -0.7484, 0.0147], [-1.4606, -0.2932, 0.5084], [0.1579, -0.3912, 0.0729], [0.7978, -1.3286, 1.8645], [-2.4327, 0.9589, -0.1205], [2.5280, -1.0130, -1.6945], [0.9252, 2.6552, 2.3657], [-1.8526, 1.0328, -0.0523], [0.0853, 0.0493, -0.8582], [0.3152, 0.3475, 0.5287], [1.6934, -2.2816, 0.2675], [-2.7390, 3.0967, -0.1042], [1.2861, 1.5949, -2.0816], [-0.0282, 0.1619, 0.0305], [-0.2356, 0.0571, -0.4821], [0.8141, -0.8063, 0.1866], [-0.2202, -0.4679, 0.6306], [-0.3608, -0.1103, -0.1491], [-1.0995, -2.1600, 0.7127], [-0.2148, -0.3246, 0.0969], [1.2923, -0.5203, -0.8043], [0.0736, -0.2057, 0.3541], [-0.2049, 0.2251, 0.4579], [-0.0899, 0.5538, -1.0531], [-0.0180, 0.4455, -0.8063], [-2.0671, 0.6780, 0.8017], [-0.0158, -0.1669, 0.2569], [0.4907, 0.2872, 0.0402], [1.5972, -0.9427, -0.1815], [-0.3284, -2.0336, -0.0164], [0.5304, -1.1873, 0.1384], [-3.6123, 0.1410, 2.5264], [1.6288, -2.0563, -3.5958], [-0.2201, -0.8268, 2.1114], [-0.7936, 0.9661, -1.2157], [-1.3597, -1.4672, 0.5507], [-2.2223, -0.0535, 0.3639], [1.3979, 0.0719, 0.3047], [2.8696, 0.8681, 0.7649], [0.0743, 0.0478, -0.2281], [-2.1915, 1.7278, -0.2483], [-0.0883, -1.6844, 0.2531], [0.7401, 0.9304, -0.6966], [-1.5105, 0.8951, -0.4386], [0.4068, 1.2251, 0.2892], [1.8590, -0.2845, 0.7145], [0.0472, 0.0714, -0.1492], [0.5781, -1.1656, -0.7153], [0.0902, -0.6670, -0.2738], [-0.3977, 0.7119, 0.0022], [0.1363, 0.4114, 0.2083], [0.6148, -0.3629, -0.3774], [0.7115, -0.0800, 0.9252], [-0.0639, 0.2670, -0.0067], [-1.1264, -0.0251, -1.1371], [-0.4884, -0.0655, -0.1883], [0.4727, 0.5800, -0.1357], [2.0369, 1.1056, 0.1364], [0.1708, -1.7456, 2.0779]], "lowdin_charge": [-0.140, -0.106, 0.156, -0.164, -0.018, -0.033, -0.291, -0.173, -0.111, 0.037, 0.058, -0.012, 0.072, 0.083, 0.070, 0.125, 0.106, 0.126, 0.098, 0.047, 0.054, 0.099, 0.098, 0.109, 0.130, 0.142, 0.115, -0.015, -0.237, 0.054, -0.150, 0.001, 0.006, -0.365, -0.066, -0.163, 0.082, 0.068, 0.091, 0.036, 0.137, 0.104, 0.091, 0.107, 0.083, 0.075, 0.105, -0.069, 0.069, -0.308, 0.076, 0.096, 0.103, 0.110, -0.172, -0.171, -0.141, -0.208, 0.042, -0.040, -0.152, -0.154, -0.123, 0.088, 0.108, 0.109, -0.090, 0.116, 0.089, 0.068, 0.114, 0.122, 0.089, 0.127, 0.141, 0.089, 0.128, 0.121, 0.147, 0.171, 0.116, 0.079, -0.197, -0.152, -0.300, 0.023, -0.133, -0.034, -0.099, -0.097, 0.098, 0.114, -0.121, -0.177, 0.095, 0.139, 0.164, 0.100, 0.110, 0.120, 0.115, 0.159, 0.116, 0.079, 0.077, 0.109, 0.139, 0.133, -0.054, -0.068, 0.174, -0.133, 0.094, -0.096, -0.100, -0.179, -0.171, -0.096, 0.062, 0.083, 0.044, -0.012, 0.132, 0.126, 0.088, 0.130, 0.097, 0.132, 0.090, 0.089, 0.104, 0.135, 0.148, 0.152, 0.126, -0.090, -0.106, 0.193, -0.110, 0.022, -0.133, -0.151, -0.148, 0.012, 0.091, -0.334, 0.036, 0.028, 0.042, 0.110, 0.146, 0.091, 0.128, 0.093, 0.135, 0.117, 0.111, 0.159, -0.024, 0.057, 0.034, 0.101, -0.495, 0.028, -0.296, -0.202, 0.076, -0.067, -0.122, -0.131, -0.018, 0.056, 0.010, 0.008, 0.100, 0.057, 0.137, 0.191, 0.094, 0.122, 0.106, 0.149, 0.126, 0.102, 0.123, 0.123, 0.087, 0.119, 0.127, 0.445, 0.048]}